1.
DFT (ωB97M-V/def2-TZVPD) results for C15H15NO2 in the gas phase.

Output
Energy above the lowest of the compared OMol25 structures with the same formula, charge and spin, eV: 11.356
HOMO, hartree: -0.282
Maximum force, eV/A: 14.3
E_LUMO, eV: -0.93
E_tot, eV: -21372.1703
Charge: 0
HOMO-LUMO gap, Eh: 0.24808
SMILES string: COc1cccc(/C=C/c2ccncc2)c1OC

Element x y z (Å)
C -2.121 2.963 2.332
O -1.298 3.696 1.378
C -0.025 2.879 1.087
C 1.334 3.498 1.267
C 2.443 2.677 1.178
C 2.459 1.341 0.731
C 1.088 0.868 0.159
C 1.183 -0.447 -0.424
C 0.239 -1.511 -0.193
C 0.445 -2.704 -0.804
C 1.393 -3.226 -1.616
C 1.192 -4.346 -2.198
N 0.300 -5.397 -1.829
C -0.656 -4.932 -1.264
C -0.819 -3.827 -0.509
C -0.112 1.527 0.392
O -1.247 1.022 0.127
C -2.163 1.588 -0.915
H -2.972 3.769 2.331
H -2.430 1.981 1.758
H -1.724 2.860 3.263
H 1.044 4.411 1.800
H 3.333 3.216 1.466
H 3.289 0.832 0.504
H 1.964 -0.694 -0.757
H -0.554 -1.153 0.206
H 2.123 -2.432 -1.910
H 1.927 -4.753 -3.036
H -1.474 -5.778 -0.843
H -1.691 -3.411 0.056
H -3.011 1.079 -1.175
H -1.976 2.788 -0.762
H -1.483 1.615 -1.802

2.
DFT (ωB97M-V/def2-TZVPD) results for a molecular structure, C20H60AsF6N6O10.

Output
HOMO, hartree: -0.299
Maximum force, eV/A: 6.3
E_LUMO, eV: 1.96
E_tot, eV: -128276.3377
Charge: -1
HOMO-LUMO gap, Eh: 0.37117

Element x y z (Å)
As 0.786 1.320 -0.978
F 0.918 1.780 -2.678
F -1.024 1.566 -1.117
F 0.585 0.785 0.734
F 2.510 1.020 -0.920
F 1.021 3.045 -0.461
F 0.478 -0.399 -1.501
C 8.077 -2.658 -2.630
O 6.769 -3.154 -2.312
H 8.674 -3.481 -3.020
H 7.961 -1.980 -3.476
H 8.544 -2.194 -1.761
H 6.317 -2.474 -1.807
C 7.324 5.043 -0.675
O 8.626 5.447 -0.405
H 7.327 4.694 -1.707
H 6.992 4.258 0.004
H 6.525 5.784 -0.700
H 9.168 4.700 -0.672
C 5.906 1.674 -7.660
O 5.399 0.581 -7.677
N 6.764 2.077 -8.518
N 5.637 2.668 -6.835
H 7.093 3.032 -8.511
H 7.063 1.428 -9.232
H 6.384 3.342 -6.749
H 4.864 2.448 -6.224
C -0.164 9.542 -3.602
O -0.099 9.898 -2.454
N 0.093 10.345 -4.572
N -0.334 8.306 -3.967
H 0.102 11.320 -4.307
H 0.179 10.082 -5.544
H -0.191 7.634 -3.227
H -0.658 8.065 -4.893
C -3.685 0.699 -7.541
O -2.958 -0.289 -7.456
N -4.796 0.894 -8.221
N -3.415 1.801 -6.898
H -5.328 1.733 -8.037
H -5.211 0.154 -8.770
H -2.584 1.705 -6.332
H -4.101 2.542 -6.918
C -5.693 -2.059 5.384
C -4.679 -1.977 6.527
C -3.253 -2.561 6.218
O -4.406 -0.616 6.867
H -5.302 -1.868 4.384
H -6.509 -1.361 5.570
H -6.153 -3.047 5.397
H -5.025 -2.548 7.388
H -2.615 -2.638 7.099
H -2.661 -1.980 5.511
H -3.272 -3.578 5.826
H -4.218 -0.159 6.044
C -4.134 6.624 2.633
C -4.879 5.500 3.295
C -5.991 4.863 2.475
O -3.912 4.532 3.581
H -4.825 7.423 2.364
H -3.653 6.294 1.712
H -3.356 7.036 3.275
H -5.304 5.786 4.258
H -5.569 4.215 1.706
H -6.729 5.584 2.123
H -6.518 4.223 3.182
H -3.386 4.254 2.828
C 5.536 1.683 7.641
C 4.924 1.434 6.255
C 5.669 0.309 5.490
O 3.565 1.062 6.312
H 6.557 2.064 7.616
H 5.606 0.741 8.185
H 4.955 2.412 8.206
H 5.010 2.345 5.664
H 5.286 0.227 4.473
H 5.541 -0.659 5.975
H 6.734 0.534 5.439
H 3.161 1.081 5.441
C -5.495 -5.801 -2.636
C -6.401 -6.190 -1.508
C -7.530 -5.133 -1.305
O -6.969 -7.442 -1.836
H -6.067 -5.549 -3.528
H -4.783 -6.608 -2.811
H -4.817 -4.954 -2.538
H -5.831 -6.288 -0.584
H -8.114 -5.065 -2.222
H -7.169 -4.194 -0.885
H -8.197 -5.512 -0.530
H -6.443 -8.114 -1.396
C 1.823 -10.192 2.090
C 0.715 -9.092 1.804
C 1.345 -7.798 1.368
O -0.031 -9.548 0.601
H 2.450 -10.283 1.203
H 1.241 -11.085 2.318
H 2.411 -9.869 2.949
H 0.078 -8.927 2.673
H 1.776 -7.764 0.367
H 2.203 -7.476 1.958
H 0.584 -7.027 1.493
H -0.816 -10.047 0.839